Run 1
2 unconnected molecules or ions with the total composition C10H13O2, computed with ωB97M-V with the def2-TZVPD basis set.

Results
frontier orbital gap: 7.3 eV
LUMO: 3.24 eV
HOMO level: -4.09 eV

```
! RIJCOSX wB97M-V def2-TZVPD def2/J DEFGRID3
* xyz -1 1
C 1.71 -0.15 3.00
C 3.51 -1.21 1.64
C 0.59 -0.27 -0.50
H -0.33 -0.99 -0.54
C -3.48 1.10 -1.07
C 0.93 -0.28 1.95
H 3.20 -1.26 -0.44
H -4.36 0.52 -1.55
H -1.79 2.25 -2.01
H 3.63 -0.66 3.68
C -1.71 0.08 -2.51
C 3.04 -0.59 2.81
C 1.46 -0.67 0.59
O -0.64 0.20 -2.93
H 4.46 -1.62 1.62
C 2.73 -1.17 0.53
H -3.04 1.58 -3.17
C -2.52 1.35 -2.26
H 0.07 0.71 -0.36
H 0.94 -0.45 -1.49
H 1.34 0.22 3.96
H -0.27 -0.20 1.92
H -3.27 0.40 -0.18
H -3.87 2.08 -0.49
O -2.32 -0.96 -2.17
*
```

***

Run 2
2 unconnected molecules or ions with the total composition C10H13O2, computed with ωB97M-V with the def2-TZVPD basis set.

Results
frontier orbital gap: 7.3 eV
LUMO: 3.18 eV
HOMO level: -4.08 eV

```
! RIJCOSX wB97M-V def2-TZVPD def2/J DEFGRID3
* xyz -1 1
H 0.14 -1.01 -1.12
H -0.23 -1.12 -2.87
H -0.20 4.20 0.49
C -1.55 -2.25 -1.67
H -1.31 3.27 -0.57
H 0.30 3.32 -0.94
H 1.00 -3.14 -0.87
C -0.03 2.07 0.76
C -0.69 0.86 0.61
H 1.46 3.05 1.96
H 0.59 -3.62 -2.57
H 1.83 1.32 3.47
H -1.34 0.79 -0.25
C -0.12 -1.68 -1.94
H -0.93 -1.18 1.10
O -1.92 -2.24 -0.46
C -0.51 -0.25 1.47
C 0.95 2.11 1.79
O -2.21 -2.63 -2.64
C 0.42 -0.12 2.46
C 0.93 -2.83 -1.92
H 1.91 -2.35 -2.03
C 1.13 1.08 2.68
H 0.76 -0.93 3.11
C -0.36 3.27 -0.05
*
```

***

Run 3
2 unconnected molecules or ions with the total composition C10H13O2, computed with ωB97M-V with the def2-TZVPD basis set.

Results
frontier orbital gap: 7.4 eV
LUMO: 3.33 eV
HOMO level: -4.07 eV

```
! RIJCOSX wB97M-V def2-TZVPD def2/J DEFGRID3
* xyz -1 1
C 0.30 1.83 -1.16
H -1.65 2.64 -0.97
C 1.57 0.10 -0.04
C -0.97 -2.23 1.89
H -1.56 -2.83 2.56
C 2.71 0.90 -0.16
H -1.47 1.53 -2.35
H -0.73 3.07 -2.51
H 1.29 3.64 -1.55
C 0.36 0.58 -0.54
H -1.84 -0.21 1.89
H 0.07 -2.54 1.94
H -0.12 -0.26 1.95
H -1.06 -0.68 3.44
C -1.01 -0.76 2.35
C -1.58 -2.37 0.49
O -0.87 -2.11 -0.53
H -0.50 -0.08 -0.55
H 1.63 -0.90 0.34
C 2.61 2.23 -0.55
C -1.00 2.31 -1.77
O -2.77 -2.79 0.48
H 3.46 2.91 -0.43
C 1.41 2.66 -1.10
H 3.66 0.38 -0.05
*
```

***

Run 4
2 unconnected molecules or ions with the total composition C10H13O2, computed with ωB97M-V with the def2-TZVPD basis set.

Results
frontier orbital gap: 6.6 eV
LUMO: 2.98 eV
HOMO level: -3.65 eV

```
! RIJCOSX wB97M-V def2-TZVPD def2/J DEFGRID3
* xyz -1 1
C 0.25 0.93 -2.20
H 1.68 -0.22 -3.31
C -1.51 -0.29 1.96
C -0.31 -1.87 3.48
O 0.83 -1.63 3.96
C -0.52 -1.47 2.01
C -0.19 1.40 -0.95
C -0.72 1.11 -3.37
H -2.24 -0.44 2.76
H 0.34 -1.30 1.37
H 2.93 -0.87 -1.21
C 0.60 1.15 0.17
H -1.68 0.65 -3.16
H -1.96 -0.26 0.96
H -0.99 2.12 -0.90
H -1.03 0.67 2.09
O -1.31 -2.23 4.14
H -0.32 0.58 -4.23
C 1.38 0.16 -2.34
C 2.15 -0.13 -1.20
H 2.36 0.21 0.89
H -0.71 2.17 -3.63
C 1.76 0.40 0.01
H -1.07 -2.31 1.58
H 0.25 1.49 1.12
*
```

***

Q: Which of them is the least stable? A: run 1.

***

Run 1
C22H24N4O3S in the gas phase, computed with ωB97M-V with the def2-TZVPD basis set.

Results
frontier orbital gap: 8.5 eV
LUMO: 0.56 eV
HOMO level: -7.96 eV
SMILES: C=CCN1C(=O)[C@H](CC(=O)Nc2ccc(OCC)cc2)N(Cc2ccccn2)C1=S

```
! RIJCOSX wB97M-V def2-TZVPD def2/J DEFGRID3
* xyz 0 1
H 2.26 1.95 0.27
C 2.16 -3.24 -1.93
C 0.18 -0.91 -2.91
C 1.68 -0.82 -2.59
C 0.83 -3.89 -1.63
H 2.94 -3.68 -1.30
C -1.39 2.57 -0.11
C -1.62 -4.98 -1.22
H -1.76 -4.77 -3.36
H -3.49 4.19 5.36
C -1.46 1.19 -0.24
C -2.11 0.45 0.74
H -1.12 -5.02 0.87
S 3.16 -2.03 0.81
C 2.57 -1.26 -0.50
C -1.15 -4.63 -2.47
N 0.04 -4.10 -2.68
C -3.21 4.40 3.24
C 2.86 1.05 0.41
C -3.97 4.69 4.53
C -0.79 -4.77 -0.13
C 5.20 1.07 1.24
C -0.65 -0.70 -1.65
N 2.14 -1.82 -1.65
C 0.46 -4.22 -0.34
H -3.99 5.76 4.71
H -3.18 0.52 2.58
H -0.88 3.16 -0.86
H -0.44 1.29 -2.00
C 4.32 1.37 0.30
H 4.62 1.85 -0.62
H -2.18 4.76 3.32
H 2.25 -0.88 -3.52
H -1.89 4.29 1.04
H 6.25 1.31 1.13
H 4.92 0.58 2.15
O 1.79 1.60 -2.23
H -0.06 -0.16 -3.67
C 1.98 0.48 -1.84
O -1.04 -1.62 -0.97
H 2.63 0.59 1.38
H -2.61 -5.41 -1.10
H 2.40 -3.38 -2.99
O -3.22 3.00 3.05
H 1.13 -4.02 0.48
H -0.04 -1.91 -3.30
C -2.62 2.48 1.95
N -0.86 0.62 -1.37
C -2.68 1.09 1.82
C -1.96 3.22 0.97
H -4.99 4.32 4.45
N 2.46 0.12 -0.62
H -2.16 -0.62 0.65
H -3.70 4.90 2.39
*
```

***

Run 2
C22H24N4O3S in the gas phase, computed with ωB97M-V with the def2-TZVPD basis set.

Results
frontier orbital gap: 8.2 eV
LUMO: 0.13 eV
HOMO level: -8.08 eV
SMILES: COCCCNc1ncnc2c1sc1nc(-c3ccco3)c3c(c12)CC(C)(C)OC3

```
! RIJCOSX wB97M-V def2-TZVPD def2/J DEFGRID3
* xyz 0 1
H -2.64 2.93 -3.90
C -2.51 -2.98 -4.25
H 3.63 -2.04 4.32
H 2.77 2.05 6.09
C 0.10 -3.52 1.41
O 0.07 4.06 -2.49
N 0.53 -3.08 2.58
H -2.49 -3.91 -3.68
C 1.59 -2.12 4.99
H -3.46 -2.90 -4.76
H -1.03 -2.72 -1.82
H -1.54 1.16 -4.59
H 4.45 -0.45 6.09
C -1.24 0.26 -4.06
C -3.47 -1.71 -2.30
C -0.65 -0.63 -1.89
N 1.11 -1.28 3.92
H 4.44 1.90 5.47
H -3.32 -0.87 -1.63
C 3.38 1.77 5.22
C -1.51 4.85 -3.83
H -1.71 -3.01 -4.99
H 3.43 -2.64 5.97
H 1.02 -1.88 5.90
C 0.45 -0.92 1.64
C 0.00 -1.50 0.45
C 0.72 -1.77 2.73
C -0.23 -0.51 -0.57
N -0.11 1.89 -0.81
H 2.78 -0.31 6.69
O -2.36 -0.60 -4.11
H -2.09 5.51 -4.44
C -2.31 -1.78 -3.31
H -3.52 -2.63 -1.72
O 3.11 0.46 4.80
N -0.19 -2.82 0.33
H -0.04 -4.59 1.34
C -1.79 3.49 -3.57
C -0.98 -1.92 -2.55
C 3.08 -1.90 5.25
C 3.39 -0.51 5.80
H 1.39 -3.15 4.70
H 3.13 2.42 4.38
S 0.61 0.82 1.55
H -4.40 -1.56 -2.83
H -0.19 -2.16 -3.27
C -0.78 3.05 -2.74
C -0.56 1.78 -2.06
H 0.21 6.03 -3.08
H -0.39 -0.20 -4.60
C -0.81 0.53 -2.65
H 1.42 -0.32 3.95
C -0.37 5.13 -3.15
C 0.05 0.79 -0.11
*
```

***

Q: Which of them is the least stable? A: run 2.

***

Run 1
C22H24N4O3S in the gas phase, computed with ωB97M-V with the def2-TZVPD basis set.

Results
frontier orbital gap: 8.4 eV
LUMO: 0.43 eV
HOMO level: -8.00 eV
SMILES: C[C@H]1Cc2ccccc2N1S(=O)(=O)c1cccc(C(=O)NCCCn2ccnc2)c1

```
! RIJCOSX wB97M-V def2-TZVPD def2/J DEFGRID3
* xyz 0 1
H 2.25 3.08 -2.78
C 1.94 2.33 -2.05
C 2.95 -1.28 -1.98
C -2.34 -2.60 2.76
H -1.84 3.96 -0.91
H 0.33 -2.99 -3.27
H 3.93 -1.44 -1.56
H -0.56 -0.71 -3.53
C 1.49 3.03 -0.77
C -1.64 0.60 -0.80
C 0.19 -2.83 2.54
C 0.96 0.66 2.27
N 0.86 1.55 -2.65
H 3.35 1.34 -0.71
C 0.67 -0.97 0.94
C 3.06 1.31 -1.76
C -2.24 0.36 0.43
C -1.96 2.96 -0.52
H -1.08 -3.95 3.85
H -3.17 -2.72 3.48
H -1.29 -0.24 -1.39
H 2.56 -3.37 -2.29
H -0.89 -2.27 4.32
H 1.12 2.29 -0.07
C 0.40 -0.87 -3.07
O -0.53 3.59 -3.03
H 1.06 -3.29 3.04
O -1.36 1.41 -3.83
C -2.31 -1.07 0.87
H 2.33 3.56 -0.34
O -2.30 -1.99 0.08
H 0.00 -3.38 1.61
C 2.44 -0.01 -2.10
H 0.67 -0.55 4.11
N 0.51 -1.47 2.19
N 0.94 0.31 0.96
C -1.49 1.89 -1.25
C -2.72 1.43 1.17
H -2.27 -0.50 2.84
H -3.23 1.27 2.11
H -2.98 3.55 1.27
H 1.17 1.67 2.57
C 0.92 -2.15 -2.94
C -2.59 2.72 0.69
C -1.02 -2.93 3.47
C 1.16 0.19 -2.63
S -0.67 2.17 -2.83
N -2.38 -1.27 2.21
C 0.71 -0.43 3.05
C 2.17 -2.36 -2.39
H 3.95 1.50 -2.37
H -2.50 -3.29 1.93
H 0.71 3.75 -1.00
H 0.58 -1.56 0.05
*
```

***

Run 2
C22H24N4O3S in the gas phase, computed with ωB97M-V with the def2-TZVPD basis set.

Results
frontier orbital gap: 7.8 eV
LUMO: 0.36 eV
HOMO level: -7.47 eV
SMILES: COc1ccc(NC(=O)CSc2nc3ccccc3nc2N2CCCC2)c(OC)c1

```
! RIJCOSX wB97M-V def2-TZVPD def2/J DEFGRID3
* xyz 0 1
C 0.93 -1.75 0.84
C -3.15 -0.85 -1.71
N 2.19 -1.73 0.38
H 6.85 -2.33 -0.71
O -3.33 2.17 1.13
H -4.54 1.38 2.62
H 6.73 -0.40 0.78
C -5.31 -2.67 -1.88
C -4.43 2.28 2.01
C -2.20 1.08 -0.62
H 0.71 -3.87 0.62
H 4.12 -2.50 -1.07
H 6.06 -1.43 -2.01
H -2.64 -1.83 2.34
N 4.11 -0.63 -0.13
H -1.58 -3.90 1.55
C 6.41 -0.23 -0.25
H -6.24 -3.21 -1.74
H 4.80 -2.48 0.56
O -5.33 -1.62 -0.95
C -3.34 1.16 0.21
H -5.24 0.26 0.67
H 0.65 3.32 0.75
H -4.46 -3.34 -1.71
H -5.36 2.47 1.46
H -1.44 0.33 2.16
C 0.29 -0.55 1.24
S 2.63 2.23 -0.07
N -1.18 2.01 -0.38
C 2.82 -0.57 0.25
N 0.90 0.63 1.00
C 6.11 -1.56 -0.93
H -3.04 -1.62 -2.46
C -4.36 0.24 0.06
C 2.09 0.64 0.48
C 0.05 2.05 -0.94
C -0.99 -0.59 1.81
C -1.04 -2.97 1.47
H 1.18 3.90 -0.86
H 4.89 0.99 -1.21
O 0.40 1.43 -1.92
H 7.17 0.35 -0.76
C -1.65 -1.79 1.91
H -4.21 3.13 2.65
C -4.26 -0.77 -0.90
H -1.35 2.57 0.45
C 1.00 3.03 -0.24
H 4.93 1.18 0.55
C 4.73 -1.92 -0.38
C -2.12 0.08 -1.57
C 5.05 0.46 -0.26
C 0.22 -2.96 0.95
H -1.25 0.01 -2.20
H -5.26 -2.29 -2.91
*
```

***

Q: Which of them is the least stable? A: run 2.

***

Run 1
A molecular structure, C4H6AlO2, computed with ωB97M-V with the def2-TZVPD basis set.

Results
frontier orbital gap (spin up / spin down): 6.2 / 6.2 eV
LUMO (spin up / spin down): -6.91 / -7.10 eV
HOMO level (spin up / spin down): -13.13 / -13.29 eV

```
! RIJCOSX wB97M-V def2-TZVPD def2/J DEFGRID3
* xyz 1 1
H -2.44 0.15 -0.82
Al 3.08 -0.45 1.27
C 0.38 0.66 -0.41
O 1.62 -0.04 0.61
H -1.13 -2.14 0.38
C -1.64 -0.08 -0.11
H -1.72 0.50 0.83
H 0.30 2.53 0.10
H 0.98 -1.78 0.24
C -0.86 -1.26 -0.23
O 0.87 1.97 -0.43
H -0.01 0.71 -1.44
C 0.56 -0.77 0.02
*
```

***

Run 2
A molecular structure, C4H6AlO2, computed with ωB97M-V with the def2-TZVPD basis set.

Results
frontier orbital gap: 7.5 eV
LUMO: -4.88 eV
HOMO level: -12.41 eV

```
! RIJCOSX wB97M-V def2-TZVPD def2/J DEFGRID3
* xyz 1 1
H -0.32 1.23 0.30
H 0.58 -1.11 -1.58
H 0.18 1.67 -1.99
C -1.71 -1.14 1.25
H -1.14 -0.64 2.37
Al 2.56 1.78 0.13
C -0.39 -0.82 1.08
O 1.49 0.22 -0.21
C 0.53 -0.07 -1.23
O 0.43 0.79 -2.28
C 0.07 0.22 0.12
H 0.16 -1.78 1.02
H -2.44 -0.35 1.01
*
```

***

Q: Which of them is the least stable? A: run 1.

***

Run 1
A gas-phase ion, C8H13N4 (charge +1), computed with ωB97M-V with the def2-TZVPD basis set.

Results
frontier orbital gap: 9.5 eV
LUMO: -3.03 eV
HOMO level: -12.53 eV
SMILES: CN(/C(N)=N\[NH3+])c1ccccc1

```
! RIJCOSX wB97M-V def2-TZVPD def2/J DEFGRID3
* xyz 1 1
C 1.85 -1.49 0.90
H -2.19 -0.63 -3.50
H 2.84 -1.05 0.53
C -1.42 -0.46 -0.22
C -1.69 -0.49 -2.63
H 1.47 -2.22 0.12
C -2.25 -0.54 -1.36
C -0.04 -0.34 -0.40
C 0.50 0.44 1.78
N -0.34 2.27 0.49
N 0.79 -0.44 0.78
H 1.88 -1.78 1.98
H 0.13 -0.40 -3.75
H -1.35 2.52 0.47
N 1.07 0.18 3.00
H 0.95 -0.72 3.29
H -3.29 -0.78 -1.41
N 0.10 1.68 1.69
C 0.50 -0.48 -1.67
H 0.86 0.89 3.68
H -1.69 -0.18 0.78
H 0.17 3.15 0.32
C -0.32 -0.43 -2.77
H 1.54 -0.26 -1.73
H -0.06 1.54 -0.37
*
```

***

Run 2
A gas-phase ion, C8H13N4 (charge +1), computed with ωB97M-V with the def2-TZVPD basis set.

Results
frontier orbital gap: 8.9 eV
LUMO: -3.03 eV
HOMO level: -11.94 eV
SMILES: Nc1[nH]ncc1C[N@@H+]1CC12CC2

```
! RIJCOSX wB97M-V def2-TZVPD def2/J DEFGRID3
* xyz 1 1
H 0.02 -1.65 -2.65
C -1.84 -1.97 -0.45
H 0.37 0.03 -2.24
H -2.48 -2.09 -1.45
C 1.61 -0.57 0.35
H 2.00 1.61 -1.71
C 1.34 1.70 -0.85
H -1.31 -0.73 1.30
C 0.20 -0.94 -1.87
N -0.24 1.20 2.31
H -2.01 0.32 -0.04
C 0.30 1.50 1.08
N 0.81 -1.43 -0.65
H -1.07 1.62 2.68
H 1.29 -0.97 1.34
H -0.47 3.50 0.91
N 0.07 2.74 0.48
N 0.75 2.87 -0.66
H 1.14 -2.41 -0.59
H -0.17 0.19 2.57
C -0.58 -1.17 -0.65
H 2.62 -0.68 0.07
C 1.07 0.81 0.25
C -1.61 -0.61 0.26
H -1.82 -2.87 0.20
*
```

***

Run 3
A gas-phase ion, C8H13N4 (charge +1), computed with ωB97M-V with the def2-TZVPD basis set.

Results
frontier orbital gap: 8.5 eV
LUMO: -3.68 eV
HOMO level: -12.20 eV

```
! RIJCOSX wB97M-V def2-TZVPD def2/J DEFGRID3
* xyz 1 1
N 0.76 -1.02 2.13
C -1.54 1.56 -1.41
C -0.36 1.09 0.56
C 0.99 1.43 -0.19
H -1.80 2.44 0.46
H -2.51 1.58 -1.94
H -0.65 -1.91 0.62
H 1.53 -2.91 -1.31
H 1.11 1.98 -1.08
C 1.67 -3.31 -0.36
H 1.99 1.31 0.27
H 2.09 -4.19 -0.08
H 1.46 -1.56 2.67
H -0.39 0.23 -2.51
H -1.60 -0.56 -1.53
C -0.78 0.13 -1.54
C 0.31 -1.66 0.92
C 0.40 0.11 2.61
C 0.16 0.12 -0.37
N 1.08 -2.81 0.64
H -0.92 1.49 2.54
N -0.28 0.98 1.95
H -0.79 2.18 -1.87
N -1.62 1.61 -0.01
H 0.73 0.43 3.53
*
```

***

Q: Which of them is the least stable? A: run 3.

***

Run 1
C2H3ClOS in the gas phase, computed with ωB97M-V with the def2-TZVPD basis set.

Results
frontier orbital gap: 10.1 eV
LUMO: -0.19 eV
HOMO level: -10.24 eV
SMILES: O=C(S)CCl

```
! RIJCOSX wB97M-V def2-TZVPD def2/J DEFGRID3
* xyz 0 1
H -0.34 -1.29 -0.67
Cl -2.39 0.13 -0.30
C -0.82 -0.65 0.01
C 0.34 0.44 -0.12
H 2.05 1.15 0.60
H -0.83 -1.21 0.98
S 1.97 -0.15 -0.33
O 0.02 1.57 -0.17
*
```

***

Run 2
C2H3ClOS in the gas phase, computed with ωB97M-V with the def2-TZVPD basis set.

Results
frontier orbital gap: 10.6 eV
LUMO: 0.62 eV
HOMO level: -9.99 eV
SMILES: O=C(S)CCl

```
! RIJCOSX wB97M-V def2-TZVPD def2/J DEFGRID3
* xyz 0 1
Cl -0.88 -2.28 -0.26
H 0.80 2.58 -0.64
S 0.38 1.77 0.36
H 0.11 -1.03 1.49
C 0.37 0.10 -0.37
C -0.34 -0.91 0.52
H -1.18 -0.29 0.39
O 0.72 0.05 -1.50
*
```

***

Run 3
C2H3ClOS in the gas phase, computed with ωB97M-V with the def2-TZVPD basis set.

Results
frontier orbital gap: 9.7 eV
LUMO: -0.16 eV
HOMO level: -9.83 eV
SMILES: CC(=O)SCl

```
! RIJCOSX wB97M-V def2-TZVPD def2/J DEFGRID3
* xyz 0 1
H -1.01 0.97 -0.80
O 0.60 -1.23 0.84
C 0.28 -0.22 0.30
Cl 3.19 0.09 0.05
H -1.86 0.00 0.71
C -1.08 0.07 -0.05
S 1.42 1.04 -0.28
H -1.54 -0.71 -0.76
*
```

***

Q: Which of them is the least stable? A: run 1.

***

Run 1
A gas-phase ion, C3H9N4 (charge +1), computed with ωB97M-V with the def2-TZVPD basis set.

Results
frontier orbital gap: 8.4 eV
LUMO: -5.49 eV
HOMO level: -13.92 eV
SMILES: [H]/N=[N+](/N)C/N=C\C

```
! RIJCOSX wB97M-V def2-TZVPD def2/J DEFGRID3
* xyz 1 1
H 2.14 0.06 -1.12
C 0.62 0.20 0.88
H -0.36 1.80 -0.79
C -1.63 0.50 -0.01
N 2.01 -0.86 -0.76
N 1.18 -0.93 0.18
H -1.29 0.91 -2.01
H 0.37 -2.27 1.50
H 0.75 0.38 1.89
H 0.91 1.11 0.39
H 1.27 -3.01 0.20
N -0.82 0.06 0.88
H -2.62 0.22 0.25
H -1.94 2.46 -1.01
N 0.73 -2.12 0.54
C -1.32 1.49 -1.02
*
```

***

Run 2
A gas-phase ion, C3H9N4 (charge +1), computed with ωB97M-V with the def2-TZVPD basis set.

Results
frontier orbital gap (spin up / spin down): 9.1 / 8.3 eV
LUMO (spin up / spin down): -4.87 / -5.56 eV
HOMO level (spin up / spin down): -13.99 / -13.83 eV

```
! RIJCOSX wB97M-V def2-TZVPD def2/J DEFGRID3
* xyz 1 1
C -0.37 1.11 -0.59
H 0.16 -0.50 2.48
N 0.45 1.46 0.28
C -0.50 -0.27 -1.10
H -0.58 -1.55 0.69
C 0.15 -1.23 0.00
H -0.01 -0.26 -2.05
N 1.15 -0.49 0.74
N -1.28 1.93 -1.06
H 2.02 -0.30 0.39
H -1.52 -0.70 -1.16
H 0.45 -2.10 -0.51
H -1.91 1.64 -1.88
H -1.08 2.87 -0.98
H 1.79 -0.98 2.67
N 1.08 -0.65 2.06
*
```

***

Run 3
A gas-phase ion, C3H9N4 (charge +1), computed with ωB97M-V with the def2-TZVPD basis set.

Results
frontier orbital gap: 10.8 eV
LUMO: -3.18 eV
HOMO level: -14.02 eV
SMILES: N[C@H]1NC=[NH+]CN1

```
! RIJCOSX wB97M-V def2-TZVPD def2/J DEFGRID3
* xyz 1 1
N -0.25 1.17 -0.29
H 1.26 1.59 1.25
H 2.81 -0.19 -0.16
N 1.82 -0.09 0.01
H -2.67 0.05 -0.98
C 1.27 1.22 0.25
N -0.23 -1.12 0.08
H -2.90 -0.17 0.75
C -0.99 0.13 0.39
H -0.96 0.21 1.44
C 1.05 -1.12 -0.15
H -0.15 1.18 -1.30
H 1.56 2.04 -0.29
H -0.92 -1.86 -0.24
H 1.56 -2.15 -0.33
N -2.28 -0.16 -0.06
*
```

***

Q: Which of them is the least stable? A: run 1.